(1)
This record from the Open Molecules 2025 dataset describes a single C20H27N3O3S molecule. The level of theory is wB97M-V/def2-TZVPD.

Energy relative to the best compared isomer or geometry (same formula, charge and spin) ... 35.9 kcal per mole

Each atom is followed by the atoms it is bonded to, with distances in Å.
Geometry (Å):
1 C 1.48456 3.63567 -1.17499  N2 1.451, H52 1.095, H53 1.088, H54 1.090
2 N 1.55529 2.24835 -0.75647  C1 1.451, S3 1.707, C22 1.452
3 S 2.70686 2.08739 0.49394  N2 1.707, O4 1.431, O5 1.436, C6 1.797
4 O 4.03016 2.31157 -0.00261  S3 1.431
5 O 2.24428 2.94610 1.54846  S3 1.436
6 C 2.46819 0.39420 1.04742  S3 1.797, C7 1.366, C15 1.410
7 C 1.69789 0.22606 2.16339  C6 1.366, C8 1.403, H21 1.078
8 C 1.46215 -1.05485 2.68431  C7 1.403, C9 1.369, H20 1.079
9 C 2.00242 -2.15198 2.07006  C8 1.369, C10 1.408, H19 1.081
10 C 2.80765 -2.00840 0.92345  C9 1.408, C11 1.411, C15 1.425
11 C 3.38270 -3.10540 0.24713  C10 1.411, C12 1.367, H18 1.081
12 C 4.16247 -2.88053 -0.85232  C11 1.367, C13 1.406, H17 1.079
13 C 4.36692 -1.55238 -1.26758  C12 1.406, N14 1.301, H16 1.082
14 N 3.84722 -0.51715 -0.67432  C13 1.301, C15 1.343
15 C 3.06483 -0.70766 0.40076  C6 1.410, C10 1.425, N14 1.343
16 H 4.98296 -1.33661 -2.13052  C13 1.082
17 H 4.61219 -3.69298 -1.40099  C12 1.079
18 H 3.19170 -4.10624 0.60911  C11 1.081
19 H 1.82269 -3.14591 2.45523  C9 1.081
20 H 0.85356 -1.16377 3.56910  C8 1.079
21 H 1.28929 1.10365 2.63859  C7 1.078
22 C 1.77782 1.28917 -1.82348  N2 1.452, C23 1.531, H50 1.094, H51 1.096
23 C 0.89290 0.05194 -1.65057  C22 1.531, O24 1.215, N25 1.342
24 O 1.17937 -1.03105 -2.12177  C23 1.215
25 N -0.23578 0.30611 -0.97124  C23 1.342, H26 1.010, C27 1.448
26 H -0.34237 1.23850 -0.59834  N25 1.010
27 C -1.30120 -0.65008 -0.75408  N25 1.448, C28 1.538, C40 1.532, H49 1.097
28 C -2.52604 -0.21446 -1.57684  C27 1.538, H29 1.090, C30 1.534, H48 1.092
29 H -2.67078 0.86041 -1.46853  C28 1.090
30 C -3.83544 -0.94225 -1.24864  C28 1.534, C31 1.531, H46 1.090, H47 1.093
31 C -4.80907 -0.14535 -0.37659  C30 1.531, H32 1.094, H33 1.093, C34 1.531
32 H -5.75816 -0.68855 -0.36475  C31 1.094
33 H -4.99775 0.81838 -0.85681  C31 1.093
34 C -4.40430 0.10545 1.07803  C31 1.531, H35 1.093, C36 1.535, H45 1.091
35 H -5.27413 0.54430 1.57299  C34 1.093
36 C -3.21062 1.05271 1.25932  C34 1.535, C37 1.532, H43 1.093, H44 1.089
37 C -1.88541 0.35688 1.58375  C36 1.532, H38 1.093, H39 1.094, C40 1.528
38 H -1.07743 1.08932 1.51821  C37 1.093
39 H -1.92637 0.02164 2.62402  C37 1.094
40 C -1.53309 -0.87007 0.74370  C27 1.532, C37 1.528, H41 1.089, H42 1.093
41 H -2.30547 -1.62823 0.86474  C40 1.089
42 H -0.60824 -1.28894 1.14824  C40 1.093
43 H -3.42085 1.73335 2.08806  C36 1.093
44 H -3.10516 1.67527 0.37184  C36 1.089
45 H -4.20610 -0.84415 1.57658  C34 1.091
46 H -3.62387 -1.90746 -0.78769  C30 1.090
47 H -4.35474 -1.15109 -2.18692  C30 1.093
48 H -2.27062 -0.38979 -2.62434  C28 1.092
49 H -0.93202 -1.59713 -1.16659  C27 1.097
50 H 1.52301 1.73768 -2.78793  C22 1.094
51 H 2.82674 0.97439 -1.85943  C22 1.096
52 H 2.38539 3.94983 -1.71175  C1 1.095
53 H 1.38371 4.23684 -0.27395  C1 1.088
54 H 0.61010 3.77729 -1.81042  C1 1.090

Here are the Löwdin charges for atoms 1 to 8, given in e: atom 1 (C): -0.10, atom 2 (N): -0.29, atom 3 (S): 0.70, atom 4 (O): -0.26, atom 5 (O): -0.30, atom 6 (C): -0.18, atom 7 (C): -0.05, atom 8 (C): -0.07

---

(2)
This record from the Open Molecules 2025 dataset describes a single C20H27N3O5 molecule. The level of theory is wB97M-V/def2-TZVPD.

Energy relative to the best compared isomer or geometry (same formula, charge and spin) ... 67.8 kcal per mole

Each atom is followed by the atoms it is bonded to, with distances in Å.
Geometry (Å):
1 C 5.05058 0.83761 -1.88041  H2 1.086, H3 1.088, C4 1.524, H55 1.086
2 H 4.86680 1.87871 -1.63048  C1 1.086
3 H 4.91389 0.71934 -2.95303  C1 1.088
4 C 4.08862 -0.08447 -1.14070  C1 1.524, H5 1.093, H6 1.093, C7 1.538
5 H 4.28126 -1.11494 -1.45038  C4 1.093
6 H 3.06559 0.16514 -1.43516  C4 1.093
7 C 4.17553 -0.02216 0.39345  C4 1.538, N8 1.467, C47 1.530, C51 1.531
8 N 3.18255 -0.98599 0.88078  C7 1.467, C9 1.340, H46 1.013
9 C 2.90224 -1.23655 2.16656  N8 1.340, O10 1.214, C11 1.543
10 O 3.48320 -0.78072 3.12971  C9 1.214
11 C 1.70603 -2.19655 2.33298  C9 1.543, N12 1.457, H44 1.089, H45 1.093
12 N 0.45708 -1.49401 2.07018  C11 1.457, C13 1.337, C36 1.432
13 C 0.07492 -1.34702 0.79722  N12 1.337, O14 1.235, C15 1.532
14 O 0.67237 -1.88466 -0.14069  C13 1.235
15 C -1.12399 -0.45026 0.47104  C13 1.532, O16 1.214, N17 1.351
16 O -1.56010 0.40449 1.21396  C15 1.214
17 N -1.54530 -0.72868 -0.78201  C15 1.351, C18 1.394, H35 1.018
18 C -2.57076 -0.15082 -1.52913  N17 1.394, C19 1.388, C23 1.395
19 C -3.40209 0.83181 -1.00896  C18 1.388, C20 1.388, H34 1.076
20 C -4.41426 1.37140 -1.79045  C19 1.388, C21 1.399, O30 1.370
21 C -4.61606 0.90933 -3.09507  C20 1.399, C22 1.390, O26 1.373
22 C -3.76681 -0.06121 -3.61256  C21 1.390, C23 1.378, H25 1.078
23 C -2.75044 -0.58485 -2.84284  C18 1.395, C22 1.378, H24 1.079
24 H -2.09590 -1.33829 -3.25418  C23 1.079
25 H -3.92819 -0.39358 -4.62518  C22 1.078
26 O -5.63293 1.37867 -3.88866  C21 1.373, C27 1.410
27 C -6.61431 2.09213 -3.17032  O26 1.410, C28 1.528, H32 1.091, H33 1.099
28 C -5.95048 3.06591 -2.19781  C27 1.528, H29 1.091, O30 1.410, H31 1.099
29 H -6.69256 3.63902 -1.64031  C28 1.091
30 O -5.19067 2.35845 -1.24383  C20 1.370, C28 1.410
31 H -5.30145 3.75087 -2.76078  C28 1.099
32 H -7.21897 2.61857 -3.91014  C27 1.091
33 H -7.24689 1.39360 -2.60520  C27 1.099
34 H -3.26960 1.19477 -0.00428  C19 1.076
35 H -0.97167 -1.42194 -1.25865  N17 1.018
36 C -0.21328 -0.89665 3.18526  N12 1.432, C37 1.501, C38 1.500, H43 1.084
37 C -0.54025 -1.74736 4.37810  C36 1.501, C38 1.495, H41 1.079, H42 1.079
38 C -1.63618 -1.26460 3.48291  C36 1.500, C37 1.495, H39 1.077, H40 1.079
39 H -2.29729 -0.48233 3.81747  C38 1.077
40 H -2.11038 -1.98648 2.83551  C38 1.079
41 H -0.30018 -2.79927 4.34475  C37 1.079
42 H -0.42571 -1.30594 5.35545  C37 1.079
43 H 0.08852 0.12860 3.36891  C36 1.084
44 H 1.70193 -2.56107 3.35879  C11 1.089
45 H 1.79336 -3.02883 1.63007  C11 1.093
46 H 2.57020 -1.39692 0.18632  N8 1.013
47 C 5.55725 -0.44133 0.89937  C7 1.530, H48 1.088, H49 1.086, H50 1.086
48 H 5.83622 -1.40738 0.48451  C47 1.088
49 H 5.53434 -0.51873 1.98248  C47 1.086
50 H 6.30493 0.29485 0.62116  C47 1.086
51 C 3.81517 1.36775 0.92446  C7 1.531, H52 1.088, H53 1.086, H54 1.087
52 H 2.84126 1.67695 0.54962  C51 1.088
53 H 4.55945 2.09850 0.62380  C51 1.086
54 H 3.78009 1.33921 2.01007  C51 1.087
55 H 6.08333 0.59788 -1.64372  C1 1.086

Here are the Löwdin charges for atoms 1 to 8, given in e: atom 1 (C): -0.09, atom 2 (H): 0.07, atom 3 (H): 0.07, atom 4 (C): -0.20, atom 5 (H): 0.12, atom 6 (H): 0.12, atom 7 (C): -0.54, atom 8 (N): 0.13

---

(3)
This record from the Open Molecules 2025 dataset describes a single C20H27N3O5S molecule. The level of theory is wB97M-V/def2-TZVPD.

Energy relative to the best compared isomer or geometry (same formula, charge and spin) ... 62.4 kcal per mole

Each atom is followed by the atoms it is bonded to, with distances in Å.
Geometry (Å):
1 O 0.10173 -1.30445 0.09278  C2 1.211
2 C -0.96695 -1.36873 0.65963  O1 1.211, N3 1.342, C28 1.538
3 N -1.19544 -0.94130 1.91102  C2 1.342, H4 1.008, C5 1.457
4 H -2.13892 -0.95416 2.26486  N3 1.008
5 C -0.23130 -0.15937 2.67472  N3 1.457, C6 1.536, C18 1.535, H27 1.093
6 C 0.18735 -1.00730 3.88499  C5 1.536, H7 1.094, H8 1.093, C9 1.530
7 H -0.67792 -1.12169 4.54441  C6 1.094
8 H 0.44359 -1.99991 3.50552  C6 1.093
9 C 1.37322 -0.50160 4.70945  C6 1.530, H10 1.090, C11 1.534, H26 1.093
10 H 2.24198 -0.37371 4.06342  C9 1.090
11 C 1.10583 0.78764 5.49677  C9 1.534, C12 1.532, H24 1.089, H25 1.093
12 C 1.70153 2.05477 4.87618  C11 1.532, H13 1.094, H14 1.093, C15 1.528
13 H 2.77818 2.05423 5.06877  C12 1.094
14 H 1.28129 2.92150 5.39196  C12 1.093
15 C 1.51203 2.22959 3.37039  C12 1.528, H16 1.094, C17 1.527, H23 1.090
16 H 2.06249 3.12992 3.08078  C15 1.094
17 C 0.07148 2.40281 2.89315  C15 1.527, C18 1.532, H21 1.093, H22 1.093
18 C -0.85744 1.19346 3.04116  C5 1.535, C17 1.532, H19 1.092, H20 1.090
19 H -1.69003 1.36606 2.35595  C18 1.092
20 H -1.26658 1.14354 4.05049  C18 1.090
21 H -0.37885 3.24634 3.42190  C17 1.093
22 H 0.09610 2.66278 1.83145  C17 1.093
23 H 1.97426 1.39331 2.84630  C15 1.090
24 H 0.03325 0.90983 5.63858  C11 1.089
25 H 1.53972 0.68940 6.49517  C11 1.093
26 H 1.62061 -1.29645 5.41723  C9 1.093
27 H 0.61710 -0.02245 1.99902  C5 1.093
28 C -2.20554 -2.02115 0.02283  C2 1.538, H29 1.094, H30 1.097, O31 1.418
29 H -2.63169 -2.77012 0.69611  C28 1.094
30 H -2.94261 -1.23886 -0.19578  C28 1.097
31 O -1.83972 -2.68087 -1.17815  C28 1.418, C32 1.328
32 C -2.26706 -2.17208 -2.32811  O31 1.328, O33 1.209, C34 1.508
33 O -3.05254 -1.25692 -2.41546  C32 1.209
34 C -1.63036 -2.85161 -3.51404  C32 1.508, H35 1.091, H36 1.088, C37 1.541
35 H -2.41145 -3.27460 -4.14721  C34 1.091
36 H -0.95859 -3.63363 -3.16483  C34 1.088
37 C -0.84235 -1.80061 -4.32007  C34 1.541, N38 1.438, H55 1.098, H56 1.093
38 N 0.29077 -1.33801 -3.56511  C37 1.438, C39 1.265
39 C 0.23367 -0.35216 -2.77445  N38 1.265, N40 1.380, C49 1.468
40 N -0.80451 0.52124 -2.52251  C39 1.380, S41 1.684, H54 1.009
41 S -0.52991 1.53697 -1.20793  N40 1.684, O42 1.437, O43 1.432, C44 1.776
42 O -1.39606 1.16011 -0.12553  S41 1.437
43 O -0.61675 2.90344 -1.62672  S41 1.432
44 C 1.16528 1.02973 -1.05293  S41 1.776, C45 1.375, C49 1.385
45 C 2.15043 1.51605 -0.22648  C44 1.375, C46 1.389, H53 1.078
46 C 3.41675 0.95345 -0.32218  C45 1.389, C47 1.388, H52 1.080
47 C 3.67056 -0.06119 -1.23455  C46 1.388, C48 1.385, H51 1.080
48 C 2.67405 -0.52729 -2.07602  C47 1.385, C49 1.387, H50 1.077
49 C 1.40923 0.03446 -1.98411  C39 1.468, C44 1.385, C48 1.387
50 H 2.84988 -1.31218 -2.79291  C48 1.077
51 H 4.65975 -0.49103 -1.28833  C47 1.080
52 H 4.20703 1.30852 0.32225  C46 1.080
53 H 1.94012 2.30867 0.47297  C45 1.078
54 H -1.75499 0.28072 -2.76283  N40 1.009
55 H -1.52359 -0.99303 -4.62054  C37 1.098
56 H -0.44057 -2.27783 -5.21815  C37 1.093

Here are the Löwdin charges for atoms 1 to 8, given in e: atom 1 (O): 0.09, atom 2 (C): -0.46, atom 3 (N): 0.09, atom 4 (H): 0.15, atom 5 (C): -0.29, atom 6 (C): -0.15, atom 7 (H): 0.12, atom 8 (H): 0.12